(1)
Density functional theory data (the ωB97M-V functional and the def2-TZVPD basis) for 2 unconnected molecules or ions with the total composition C5H11ISi in a non-equilibrium geometry.

XYZ file:
```
18
Properties=species:S:1:pos:R:3:forces:R:3
C -2.707467 -1.381963 0.815123 4.01 0.96 -1.30
C -3.260430 -0.267020 0.415852 -0.51 0.48 -0.40
C -2.502736 0.964312 0.046942 0.22 0.66 0.84
C 3.843142 -0.895309 -0.355638 -0.63 0.38 2.29
C 1.777964 1.054757 -0.222125 -0.38 -2.05 1.60
Si 1.998129 -0.963531 0.135860 -0.20 1.44 -0.13
I -5.280454 -0.271960 -0.131653 -0.31 0.08 0.29
H -3.215281 -2.236563 0.984750 -1.74 -2.57 0.60
H -1.562074 -1.549141 0.643637 -1.96 0.72 0.99
H -3.152310 1.872107 -0.100612 0.86 -1.08 -0.25
H -1.855606 0.664107 -0.778929 -0.21 0.68 -0.40
H -1.812698 1.179037 0.886273 -0.32 0.08 -0.36
H 3.724555 -0.325376 -1.224776 0.40 0.98 -1.66
H 4.302962 -0.199851 0.426412 -0.13 -1.07 -1.01
H 4.361569 -1.819665 -0.555758 0.26 -0.12 0.29
H 0.811413 1.527059 -0.072591 -0.12 -0.20 0.23
H 2.541949 1.576540 0.338317 0.27 0.28 0.00
H 1.987378 1.072456 -1.251091 0.49 0.34 -1.61
```
Positions in Å, forces in eV/Å.

## Properties
Frontier orbital gap   7.78 eV
Relative energy (zero: lowest compared OMol25 entry of this formula, charge and spin)   69.5 kcal/mol
Multiplicity   1
HOMO   -8.269 eV
Largest force on an atom   4.32 eV/A

=====

(2)
Density functional theory data (the ωB97M-V functional and the def2-TZVPD basis) for 2 unconnected molecules or ions with the total composition CH4NO3 in a non-equilibrium geometry.

XYZ file:
```
9
Properties=species:S:1:pos:R:3:forces:R:3
N -0.414919 0.082374 -1.028301 -1.92 0.51 2.64
C -1.222300 -0.513784 0.101212 1.90 1.65 -2.90
O -0.509284 -0.757550 1.085214 -0.27 -0.45 0.93
O -2.394954 -0.582658 -0.214940 -1.86 -0.68 0.94
H -0.880726 0.209784 -1.878392 -0.40 -0.20 -1.23
H 0.493982 -0.208839 -0.966228 2.59 -0.74 -0.59
H 2.020232 1.075733 0.500803 0.20 -0.09 0.52
H 1.004754 0.158951 1.098998 0.05 -0.36 0.74
O 1.903217 0.535987 1.301631 -0.28 0.37 -1.04
```
Positions in Å, forces in eV/Å.

## Properties
Frontier orbital gap   8.90 eV
Relative energy (zero: lowest compared OMol25 entry of this formula, charge and spin)   8.7 kcal/mol
Net charge   -1
Multiplicity   1
HOMO   -4.539 eV
Largest force on an atom   3.84 eV/A

=====

(3)
Density functional theory data (the ωB97M-V functional and the def2-TZVPD basis) for a molecular structure, C3H8OSn in a non-equilibrium geometry.

XYZ file:
```
13
Properties=species:S:1:pos:R:3:forces:R:3
Sn 29.952690 -15.497730 -4.744240 0.13 0.30 1.77
C 29.958660 -13.793340 0.175750 -0.01 1.28 -0.24
C 30.030330 -13.773630 -1.377300 0.22 -1.04 0.36
C 31.248650 -13.290900 -2.085330 0.87 1.87 2.52
O 30.056770 -15.141800 -1.794750 -2.07 -2.76 -2.59
H 30.755630 -14.287950 0.731010 0.20 -0.38 -0.57
H 28.995160 -14.145680 0.544020 0.05 -0.24 -0.37
H 30.022610 -12.765030 0.531530 -0.04 0.24 -0.12
H 29.106400 -13.390320 -1.810350 -0.05 0.17 0.27
H 31.295370 -13.469800 -3.159540 -0.31 0.16 -0.47
H 32.086070 -13.798320 -1.606430 0.32 -0.10 -0.34
H 31.379650 -12.248650 -1.794350 0.31 0.32 -0.84
H 30.739880 -15.705540 -1.424400 0.39 0.18 0.61
```
Positions in Å, forces in eV/Å.

## Properties
Frontier orbital gap   6.07 eV
Relative energy (zero: lowest compared OMol25 entry of this formula, charge and spin)   31.6 kcal/mol
Net charge   +2
Multiplicity   1
HOMO   -18.924 eV
Largest force on an atom   4.31 eV/A

=====

(4)
Density functional theory data (the ωB97M-V functional and the def2-TZVPD basis) for a molecular structure, C28H47BrNOP3Sn in a non-equilibrium geometry.

XYZ file:
```
82
Properties=species:S:1:pos:R:3:forces:R:3
C 2.908980 -8.451194 0.647656 0.07 0.13 0.17
C 3.873207 -7.468419 0.299502 0.42 -1.09 -0.14
C 5.207002 -7.933827 0.240143 -0.03 0.08 0.29
C 5.514062 -9.266081 0.574155 -0.41 0.72 -0.32
N 4.585231 -10.152921 0.914666 0.11 -0.17 0.15
C 3.316160 -9.768069 0.963830 -0.15 0.96 -0.38
C 3.547781 -6.052205 0.133531 -0.50 0.93 1.00
C 3.223214 -4.881292 0.330343 1.23 -2.38 -0.57
C 2.624989 -3.825781 1.052867 -0.81 0.42 -0.27
C 1.300183 -3.473990 0.665099 -0.40 -0.08 1.38
C 0.436513 -2.877559 1.626502 0.81 -0.02 -0.06
C 0.956870 -2.540879 2.906262 0.29 -0.33 -2.09
C 2.321434 -2.712858 3.186743 -0.23 0.08 -0.36
C 3.160516 -3.285509 2.232817 0.29 -0.21 0.27
Sn 1.767189 -1.269040 -0.579997 -0.95 2.02 0.38
P 1.025689 -0.004384 -2.955107 -0.55 -0.34 -0.53
H 6.016352 -7.250551 0.001561 -0.12 -0.08 -0.04
H 1.854762 -8.194867 0.736942 0.23 0.00 -0.09
H 6.547188 -9.623900 0.563678 -0.33 0.20 -0.05
H 2.590197 -10.535112 1.264957 0.23 0.47 -0.18
H 4.243239 -3.350637 2.428156 -0.71 -0.36 0.00
H 0.960550 -3.763681 -0.338248 -0.25 -0.48 0.53
H 2.704166 -2.424767 4.166511 -0.02 0.08 -0.35
H -0.597745 -2.652940 1.345535 0.52 -0.12 0.35
C 0.640022 1.767907 -3.334220 0.20 0.53 0.49
C 1.208975 2.323011 -4.643041 0.11 0.08 -0.32
H 1.019543 2.385447 -2.499049 -0.22 -0.27 -0.29
H -0.461676 1.875318 -3.335010 0.47 -0.25 0.13
H 0.889422 3.369619 -4.753313 0.11 -0.32 0.06
H 2.308301 2.312058 -4.656378 -0.32 -0.01 0.03
H 0.847408 1.781879 -5.528984 0.09 0.10 0.28
C 2.323460 -0.635565 -4.093322 0.17 0.58 -0.12
C 2.264120 -2.146589 -4.354062 0.10 0.07 -0.19
H 3.286140 -0.373848 -3.626260 -0.27 0.02 -0.24
H 2.257482 -0.046816 -5.022558 0.14 -0.38 0.21
H 3.272256 -2.514252 -4.593724 -0.39 0.05 0.04
H 1.901070 -2.717202 -3.485165 0.07 0.03 -0.14
H 1.606928 -2.361711 -5.206396 0.14 -0.09 0.35
C -0.522845 -0.844090 -3.446702 -0.22 -0.30 0.14
C -1.007877 -0.688332 -4.882595 -0.23 -0.04 -0.39
H -1.312489 -0.480918 -2.769930 0.41 -0.15 -0.05
H -0.387064 -1.912291 -3.223863 -0.09 0.13 0.00
H -1.880256 -1.338123 -5.024958 0.17 0.15 -0.03
H -1.335607 0.329639 -5.120909 0.16 -0.11 0.13
H -0.265197 -0.987969 -5.627838 -0.03 0.06 0.15
Br -0.134036 -1.631097 4.071484 -0.59 0.26 0.84
P 4.581086 1.118815 0.368174 1.17 1.07 0.81
C 4.071989 1.321224 -1.376123 -0.24 -0.21 -0.06
C 5.077021 2.234445 -2.097198 0.14 0.10 -0.33
H 3.059682 1.747402 -1.387170 0.07 -0.03 -0.22
H 4.025071 0.323340 -1.828342 0.11 0.03 -0.22
H 5.007851 2.133283 -3.188639 -0.02 0.04 0.21
H 4.901607 3.292132 -1.852922 0.00 -0.35 0.02
H 6.114446 2.011078 -1.798438 -0.45 -0.03 -0.12
C 3.194349 1.703364 1.414510 -0.24 -0.04 -0.02
C 3.757722 2.630002 2.505260 -0.19 0.10 0.21
H 2.689693 0.837134 1.864861 -0.20 0.22 0.02
H 2.481882 2.229740 0.760879 0.05 -0.03 0.31
H 2.959246 3.167115 3.023352 0.03 -0.01 -0.08
H 4.301320 2.071626 3.276258 -0.02 -0.02 -0.25
H 4.456903 3.361567 2.082027 -0.22 -0.17 0.05
C 4.774862 -0.647335 0.782330 -0.06 -0.34 -0.28
C 6.254460 -1.037997 0.707115 -0.01 -0.32 0.02
H 4.174377 -1.288916 0.104852 0.41 -0.12 0.33
H 4.382940 -0.782729 1.801765 0.07 0.01 -0.25
H 6.401841 -2.041719 1.116714 0.08 0.06 -0.07
H 6.607582 -1.050632 -0.330600 -0.02 0.09 0.19
H 6.874945 -0.335186 1.277309 -0.20 -0.16 -0.17
C -2.035538 1.006629 1.856853 0.13 0.03 0.15
P -1.880878 0.007366 0.380903 0.02 -0.22 -0.57
C -2.801799 -1.547028 0.513075 -0.32 -0.25 0.29
C -2.882126 0.914330 -0.848070 0.33 0.10 0.00
O -0.410698 -0.273015 -0.002044 0.10 -0.13 -0.15
H -1.642234 0.473934 2.729743 -0.12 0.15 -0.18
H -3.090552 1.267955 2.005195 0.20 -0.14 0.05
H -1.472071 1.939109 1.716023 -0.09 -0.25 0.01
H -3.852833 -1.357770 0.218888 0.53 -0.17 0.22
H -2.367181 -2.266534 -0.202608 -0.21 0.28 0.24
H -2.799633 -1.995124 1.527415 0.08 0.31 -0.53
H -2.483252 1.924698 -1.005003 -0.07 -0.22 0.02
H -2.931855 0.390551 -1.811448 -0.01 0.10 0.30
H -3.907808 1.002524 -0.447306 0.45 -0.05 -0.12
```
Positions in Å, forces in eV/Å.

## Properties
Frontier orbital gap   5.28 eV
Relative energy (zero: lowest compared OMol25 entry of this formula, charge and spin)   12.4 kcal/mol
Net charge   +2
Multiplicity   1
HOMO   -12.856 eV
Largest force on an atom   2.74 eV/A

=====

(5)
Density functional theory data (the ωB97M-V functional and the def2-TZVPD basis) for a molecular structure, C2H2LiOY in a non-equilibrium geometry.

XYZ file:
```
7
Properties=species:S:1:pos:R:3:forces:R:3
H 0.972624 -0.234396 -3.405366 -1.21 -0.26 1.42
O 0.419457 1.498818 0.683360 0.38 -3.94 1.02
C 0.671562 0.404211 1.481636 -1.64 3.89 -1.14
C 1.546555 -0.524769 1.037581 -0.08 -0.58 -1.02
Y -0.244806 -0.393812 -1.583074 2.04 1.06 -0.06
Li -3.503045 -1.135725 -0.661982 0.02 -0.02 -0.11
H 0.137655 0.385674 2.447846 0.49 -0.13 -0.11
```
Positions in Å, forces in eV/Å.

## Properties
Frontier orbital gap (alpha / beta)   4.09 / 4.09 eV
Expectation value of S²   0.943
Net charge   +1
Multiplicity   2
HOMO (alpha / beta)   -10.704 / -10.859 eV
Largest force on an atom   4.37 eV/A